Density functional theory data (ωB97M-V/def2-TZVPD) for a structure of composition C32H46ClF5MoO2P4Te in a non-equilibrium geometry.

Values from the calculation:
Kohn-Sham gap (spin up / spin down)   7.0 / 7.8 eV
Electronic energy   -110426.2831 eV
Energy above the lowest of the compared OMol25 structures with the same formula, charge and spin   7.01 kcal/mol
Highest occupied orbital energy (spin up / spin down)   -13.57 / -14.54 eV
LUMO energy (spin up / spin down)   -6.536 / -6.734 eV
Multiplicity   3
F_max   2.4 eV/Å
Net charge   +2

XYZ file:
```
92
C32H46ClF5MoO2P4Te (ωB97M-V/def2-TZVPD)
P 0.81181 -1.38184 -4.81318
C -0.23938 -0.64491 -6.05990
C 0.29636 -0.01993 -7.19886
H 1.37860 0.05665 -7.32122
C -0.56762 0.51920 -8.15292
H -0.15102 1.01094 -9.03051
C -1.95163 0.44184 -7.97786
H -2.62142 0.87385 -8.72180
C -2.47939 -0.18260 -6.84373
H -3.55597 -0.23912 -6.69406
C -1.62926 -0.72817 -5.88286
H -2.02684 -1.20385 -4.98409
C 2.49975 -0.76679 -4.97121
C 2.71395 0.61635 -4.83680
H 1.85825 1.29544 -4.79100
C 4.01360 1.11734 -4.77614
H 4.17028 2.18577 -4.63639
C 5.10425 0.25749 -4.92289
H 6.12067 0.65753 -4.89687
C 4.89217 -1.10480 -5.13928
H 5.73785 -1.77231 -5.29555
C 3.59775 -1.62495 -5.17075
H 3.43484 -2.68430 -5.38292
C 0.76472 -3.17580 -4.98208
C 0.78505 -3.76037 -6.26459
H 0.83716 -3.12357 -7.15015
C 0.73632 -5.14766 -6.39950
H 0.75877 -5.59140 -7.39280
C 0.65739 -5.96563 -5.26873
H 0.61920 -7.05023 -5.37738
C 0.62807 -5.38989 -3.99713
H 0.56228 -6.01422 -3.10723
C 0.68368 -4.00227 -3.84988
H 0.64102 -3.55297 -2.85561
Mo -0.03527 -0.11835 -0.74487
C 1.74209 -0.40501 0.35762
C 2.83004 -0.88594 -0.31922
H 1.81103 -0.17054 1.43055
C 2.60140 -1.26714 -1.77040
O 2.86454 -2.69896 -1.89169
H 2.66000 -3.00787 -2.79528
C 1.20270 -0.91448 -2.08249
H 3.30003 -0.70906 -2.43163
C 0.28219 -0.86386 -3.06278
Cl -2.29632 0.48853 -1.27248
P -0.91212 -1.87237 0.81174
P 0.48004 2.26730 -0.48656
C -2.66953 -1.91656 1.26288
H -3.26519 -1.52158 0.43362
H -2.82150 -1.28603 2.14659
H -2.95597 -2.95497 1.47793
C -0.79924 -3.32784 -0.30315
H 0.25228 -3.60210 -0.45631
H -1.26125 -3.11142 -1.27500
H -1.33189 -4.16341 0.17260
C -0.01865 -2.48499 2.27504
H -0.06534 -1.71440 3.05223
H 1.02936 -2.67784 2.01543
H -0.48751 -3.41545 2.62581
C -0.58038 3.41790 0.42054
H -0.33759 3.36920 1.48889
H -1.62536 3.12253 0.28852
H -0.41911 4.43568 0.03698
C 2.14031 2.77517 0.05339
H 2.91404 2.21784 -0.48982
H 2.23610 2.56181 1.12623
H 2.27310 3.85212 -0.12374
C 0.36948 2.84404 -2.21232
H -0.57749 2.51239 -2.65488
H 1.20541 2.44289 -2.79885
H 0.41327 3.94119 -2.20231
P 4.49074 -1.15059 0.34459
C 4.64666 -0.35359 1.93478
C 5.62597 -0.43612 -0.85554
H 3.88651 -0.73742 2.62954
H 4.53065 0.73503 1.83676
H 5.64571 -0.56708 2.34374
H 5.46276 -0.86715 -1.85285
H 6.65798 -0.64193 -0.53984
H 5.47838 0.65157 -0.91271
C 4.74777 -2.91983 0.44632
H 4.09196 -3.33644 1.22121
H 5.79793 -3.11481 0.70049
H 4.48925 -3.38071 -0.51556
H -0.76867 -0.56886 -2.83229
F -0.57268 0.25887 4.83168
Te -1.54392 1.28454 3.54745
F -2.99878 0.03442 3.67103
F -2.36747 2.16488 5.01684
F -2.63601 2.40751 2.45296
F -0.22223 2.66863 3.61183
O -0.73882 0.47364 2.12511
```

=====

Density functional theory data (ωB97M-V/def2-TZVPD) for the molecule C4H8O3.

Values from the calculation:
SMILES string   COC(=O)[C@@H](C)O
Kohn-Sham gap   11.4 eV
Electronic energy   -10420.0209 eV
Energy above the lowest of the compared OMol25 structures with the same formula, charge and spin   22.66 kcal/mol
Highest occupied orbital energy   -10.57 eV
LUMO energy   0.813 eV
F_max   0.6 eV/Å

XYZ file:
```
15
C4H8O3 (ωB97M-V/def2-TZVPD)
C 2.24712 0.10472 0.26877
O 0.97610 0.13238 0.91728
C 0.06662 -0.75726 0.49095
O 0.31031 -1.87589 0.10339
C -1.29707 -0.10729 0.37582
C -1.12077 0.97216 -0.70268
O -2.27550 -1.04838 0.03677
H 2.83927 -0.76718 0.54871
H 2.74239 1.02583 0.57749
H 2.09762 0.11588 -0.81634
H -1.56195 0.36656 1.32911
H -0.37927 1.70651 -0.37599
H -2.06668 1.47892 -0.89916
H -0.77194 0.51094 -1.63470
H -1.80624 -1.85789 -0.21942
```

=====

Density functional theory data (ωB97M-V/def2-TZVPD) for a cluster of 2 separate species, C10H21NSi in total in a non-equilibrium geometry.

Values from the calculation:
Kohn-Sham gap (spin up / spin down)   7.9 / 7.7 eV
Electronic energy   -20073.3355 eV
Energy above the lowest of the compared OMol25 structures with the same formula, charge and spin   142.68 kcal/mol
Highest occupied orbital energy (spin up / spin down)   -9.09 / -7.83 eV
LUMO energy (spin up / spin down)   -1.190 / -0.135 eV
F_max   4.2 eV/Å

XYZ file:
```
33
C10H21NSi (ωB97M-V/def2-TZVPD)
C 2.07996 -0.00753 1.39825
C 0.04963 -2.49397 0.36943
C -0.51491 -1.36126 -1.89195
C 1.95368 -1.83707 -1.06776
C -0.66731 2.46230 1.92155
C -2.07466 0.95872 0.41779
C -0.93444 0.04803 2.60857
C 2.62699 1.41698 -2.85324
C 0.49457 -1.42817 -0.71159
C -0.80626 0.99058 1.39615
N 2.81834 0.05798 2.27916
Si 0.61496 0.29336 0.20910
H -0.84963 -2.05430 0.88096
H -0.33495 -3.38591 -0.14037
H 0.77110 -2.58628 1.18381
H -0.44143 -2.29745 -2.49096
H -0.29001 -0.43319 -2.46987
H -1.60967 -1.43310 -1.67990
H 2.50283 -0.90200 -1.54008
H 2.52404 -2.35539 -0.31525
H 2.00693 -2.65811 -1.88094
H -0.03485 2.54423 2.78039
H -0.34809 3.08371 1.05049
H -1.65997 2.96694 2.06853
H -2.03344 1.83492 -0.33648
H -2.88019 1.21807 1.00259
H -2.35699 0.08881 -0.06318
H -0.13879 -0.58716 2.71245
H -1.06382 0.62135 3.55091
H -1.89139 -0.62905 2.51307
H 1.82050 1.29616 -3.52623
H 2.45749 1.91578 -1.92982
H 3.36007 0.71780 -3.07367
```

=====

Density functional theory data (ωB97M-V/def2-TZVPD) for a structure of composition C19H33InN2SSe4Si.

Values from the calculation:
Kohn-Sham gap   7.5 eV
Electronic energy   -308494.0182 eV
Energy above the lowest of the compared OMol25 structures with the same formula, charge and spin   5.22 kcal/mol
Highest occupied orbital energy   -7.44 eV
LUMO energy   0.057 eV
F_max   0.4 eV/Å

XYZ file:
```
61
C19H33InN2SSe4Si (ωB97M-V/def2-TZVPD)
In 0.42898 0.27925 -0.38200
C -1.39993 -2.45043 1.29023
C -2.39456 -1.70839 0.66336
C -2.59139 -0.38183 1.01931
C -1.78753 0.20957 1.99276
C -0.77576 -0.52104 2.59274
C -0.58602 -1.85540 2.24288
H -1.24996 -3.48835 1.02255
H -3.01874 -2.15858 -0.09794
H -3.37568 0.19325 0.54573
H -1.94995 1.24194 2.27017
H -0.13508 -0.05426 3.32901
H 0.21233 -2.42038 2.70684
Se -0.31725 2.68914 -0.11236
Se 1.77734 3.52222 0.50570
Se 2.21978 2.15432 2.31552
Se 2.50945 0.15500 1.13354
C -3.54672 4.03881 -3.24840
N -3.46905 2.82874 -4.04622
C -3.57625 2.74495 -5.42548
C -3.39757 1.45465 -5.76520
N -3.17116 0.76857 -4.58659
C -3.21733 1.60524 -3.51775
S -2.98663 1.22976 -1.89684
H -3.98279 4.82728 -3.85672
H -2.55487 4.33453 -2.90852
H -4.16910 3.84637 -2.37746
H -3.76963 3.60880 -6.03412
H -3.40225 0.97405 -6.72521
H -3.03173 -0.22150 -4.47735
C -0.95835 -1.74513 -3.08803
Si 0.73252 -1.15977 -2.51614
C 1.81434 -2.68685 -2.14737
C 3.20191 -2.36286 -1.58836
C 1.08822 -3.54823 -1.10668
C 1.99001 -3.52200 -3.42449
C 1.38243 0.09483 -3.79618
C 1.43220 -0.53073 -5.19824
C 2.77410 0.62431 -3.43591
C 0.40938 1.28023 -3.86530
H -0.94484 -2.12764 -4.11185
H -1.66508 -0.91705 -3.01083
H -1.33789 -2.53652 -2.44046
H 3.15743 -1.76972 -0.67466
H 3.82709 -1.82041 -2.29780
H 3.71743 -3.29761 -1.34423
H 0.89343 -2.99501 -0.18586
H 1.72096 -4.40332 -0.84739
H 0.13818 -3.94209 -1.47181
H 2.62090 -3.02211 -4.15927
H 1.03762 -3.76476 -3.90182
H 2.47921 -4.46911 -3.17223
H 2.13255 -1.36116 -5.27326
H 1.75267 0.23052 -5.91801
H 0.45239 -0.88831 -5.52029
H 3.53952 -0.14819 -3.52305
H 2.82622 1.03075 -2.42124
H 3.04750 1.43286 -4.12229
H -0.59467 0.96820 -4.15824
H 0.76825 1.99159 -4.61780
H 0.31532 1.82915 -2.92741
```